No. 1
A single C4H8N2OS molecule at a distorted geometry, computed with wB97M-V/def2-TZVPD.

Computed properties:
Total charge ... 0
LUMO level (alpha / beta) ... 0.67 / -3.21 eV
Electronic energy ... -739.90526 Ha
Energy above the lowest of the compared OMol25 structures with the same formula, charge and spin ... 359.3 kJ/mol
Multiplicity ... 3
Gap between HOMO and LUMO (alpha / beta) ... 5.3 / 6.0 eV
HOMO energy (alpha / beta) ... -0.1715 / -0.3370 Eh

Positions of all 16 atoms, in Å:
C: 0.546406 -0.164993 0.830328
C: 1.475363 0.997163 0.606107
C: -0.527384 -0.024280 -0.241935
C: -0.912463 -1.312910 -0.938735
N: 0.710502 -1.024954 1.721613
N: -0.038315 0.994009 -1.136320
O: 0.850076 1.802561 -0.380310
S: -2.040207 0.659626 0.620911
H: 1.615202 1.600050 1.503546
H: 2.453123 0.632223 0.261469
H: -1.634403 -1.101530 -1.723822
H: -1.368175 -1.996612 -0.225529
H: -0.034061 -1.789825 -1.373201
H: 0.008014 -1.758906 1.758923
H: 0.477937 0.581547 -1.915756
H: -1.581612 1.906826 0.632708

Forces on the atoms, in the same order (eV/Å):
-0.97 1.34 -2.72
0.15 -0.24 0.08
4.02 -1.22 -0.28
-0.09 0.45 0.19
0.21 -1.48 1.87
-0.25 0.33 -0.42
-0.17 0.24 -0.07
-3.60 0.05 1.70
0.01 0.08 -0.02
-0.04 0.01 0.05
-0.17 -0.09 -0.13
-0.06 -0.08 0.04
0.02 0.00 0.05
-0.06 0.08 -0.15
0.13 0.01 0.21
0.87 0.51 -0.38

Charges per atom according to Löwdin partitioning, unit e:
1 C -0.4297
2 C -0.1430
3 C -0.7820
4 C -0.0794
5 N 0.1401
6 N -0.0356
7 O -0.1415
8 S 0.9177
9 H 0.1269
10 H 0.1272
11 H 0.0773
12 H 0.0708
13 H 0.0928
14 H 0.0419
15 H 0.1274
16 H -0.1110

---

No. 2
A single C4H13N2 molecule at a distorted geometry, computed with wB97M-V/def2-TZVPD.

Computed properties:
Total charge ... 0
LUMO level (alpha / beta) ... 0.87 / 0.63 eV
Electronic energy ... -269.56556 Ha
Energy above the lowest of the compared OMol25 structures with the same formula, charge and spin ... 195.7 kJ/mol
Multiplicity ... 2
Gap between HOMO and LUMO (alpha / beta) ... 3.6 / 10.7 eV
HOMO energy (alpha / beta) ... -0.0999 / -0.3715 Eh

Positions of all 19 atoms, in Å:
N: -1.783769 -1.592282 -0.670929
C: -2.039568 -0.244505 -0.236294
C: -1.018918 0.250959 0.794668
N: 0.357776 -0.206901 0.463443
C: 1.178426 0.765386 -0.335738
C: 2.688886 0.683604 -0.025497
H: -1.740809 -1.734759 -1.637816
H: -2.276554 -2.302063 -0.166052
H: 0.130379 -1.071741 -0.060935
H: -2.001022 0.377691 -1.132760
H: -3.036365 -0.073015 0.177380
H: -1.203897 -0.167668 1.795688
H: -1.061655 1.334660 0.876635
H: 0.888989 -0.382206 1.380839
H: 0.793058 1.753882 -0.129151
H: 0.993999 0.596251 -1.392402
H: 3.014958 1.630211 0.402574
H: 2.853646 -0.009883 0.799008
H: 3.262447 0.392375 -0.902658

Forces on the atoms, in the same order (eV/Å):
0.47 0.05 1.58
0.12 0.69 -0.42
-0.08 -0.10 0.21
-0.71 1.00 -0.69
0.31 -0.10 -0.28
-0.62 -0.04 0.58
-0.25 -0.26 -1.33
-0.15 -0.32 0.01
0.70 -0.34 0.15
0.11 0.21 0.11
-0.07 -0.22 0.11
-0.16 -0.02 -0.11
0.11 -0.02 0.07
-0.02 -0.42 0.41
-0.05 0.13 0.20
-0.12 -0.17 -0.05
0.18 0.14 -0.39
0.12 -0.27 -0.25
0.11 0.07 0.08

Charges per atom according to Löwdin partitioning, unit e:
1 N -0.0106
2 C -0.2832
3 C -0.2706
4 N -0.0600
5 C -0.2407
6 C -0.1411
7 H 0.0518
8 H 0.0714
9 H 0.1036
10 H 0.1116
11 H 0.1073
12 H 0.0616
13 H 0.1024
14 H 0.0288
15 H 0.0970
16 H 0.1077
17 H 0.0650
18 H 0.0313
19 H 0.0667

---

No. 3
A molecular structure, C29H39N3OV at a distorted geometry, computed with wB97M-V/def2-TZVPD.

Computed properties:
Total charge ... 0
LUMO level (alpha / beta) ... 0.33 / 0.00 eV
Electronic energy ... -2312.00547 Ha
Energy above the lowest of the compared OMol25 structures with the same formula, charge and spin ... 100.4 kJ/mol
Multiplicity ... 4
Gap between HOMO and LUMO (alpha / beta) ... 7.5 / 8.2 eV
HOMO energy (alpha / beta) ... -0.2638 / -0.3017 Eh

Positions of all 73 atoms, in Å:
V: -0.710330 0.784248 0.858451
O: 1.121179 -2.518230 1.232174
C: 0.341027 -1.617014 0.948963
N: 0.531378 -0.599343 0.093853
C: 1.747482 -0.700063 -0.673793
C: 3.052820 -0.574825 0.062324
C: 4.176740 -1.221815 -0.455619
C: 5.393106 -1.059044 0.172143
C: 5.455992 -0.259473 1.305893
C: 4.286813 0.335813 1.740554
N: 3.110439 0.194861 1.134894
C: -1.077532 -1.672231 1.556953
C: -1.374391 -2.670757 2.478654
C: -2.693039 -2.874543 2.826094
C: -3.681837 -2.093172 2.244121
C: -3.301984 -1.081604 1.385067
N: -2.024441 -0.859346 1.064471
H: 1.718370 0.085216 -1.438509
H: 1.770578 -1.662446 -1.204213
H: 4.075789 -1.851747 -1.327667
H: 6.276250 -1.559799 -0.203842
H: 6.379600 -0.103101 1.841547
H: 4.286795 0.959613 2.627019
H: -0.561718 -3.275363 2.851362
H: -2.957595 -3.653651 3.528035
H: -4.728690 -2.250708 2.455944
H: -4.023882 -0.414436 0.936249
C: -1.035783 2.849916 0.025569
C: 0.104812 2.967581 0.877699
C: -0.342536 2.609306 2.202901
C: -1.760667 2.392973 2.103946
C: -2.188781 2.553292 0.774679
C: -3.607978 2.622822 0.250282
C: -4.613960 2.294747 1.355492
C: -3.875105 4.069999 -0.197455
C: -3.789699 1.701141 -0.965143
C: 0.292424 2.528476 3.604020
C: 0.363155 3.943737 4.182002
C: -0.605293 1.689846 4.527620
C: 1.670747 1.867007 3.663008
C: 1.330676 3.672305 0.284575
C: 2.581282 3.691487 1.151186
C: 1.743511 3.054663 -1.055093
C: 0.900368 5.138306 0.056417
H: -1.027387 3.076733 -1.030797
H: -2.400422 2.139518 2.932614
H: -4.417768 1.345536 1.851934
H: -5.622755 2.260386 0.942179
H: -4.594141 3.065089 2.127273
H: -3.735868 4.765268 0.631374
H: -4.896116 4.174504 -0.568413
H: -3.197571 4.364472 -0.997758
H: -3.327816 0.723262 -0.814909
H: -3.328084 2.130907 -1.854055
H: -4.847324 1.550290 -1.186706
H: -0.627098 4.397621 4.204014
H: 1.019133 4.580038 3.590578
H: 0.751250 3.926893 5.201601
H: -1.566513 2.165106 4.722515
H: -0.106981 1.558433 5.488070
H: -0.796951 0.693992 4.114208
H: 2.475257 2.544209 3.407145
H: 1.730927 1.003836 3.002123
H: 1.859617 1.525025 4.683106
H: 2.925382 2.686359 1.369135
H: 2.430325 4.240351 2.082088
H: 3.372774 4.200604 0.596754
H: 2.333759 2.150771 -0.896499
H: 2.365821 3.767326 -1.598542
H: 0.900964 2.796518 -1.695156
H: 0.521743 5.578714 0.978815
H: 0.112482 5.215719 -0.691759
H: 1.752169 5.731377 -0.284757

Forces on the atoms, in the same order (eV/Å):
-0.19 1.04 -0.26
0.07 -0.19 0.08
-0.25 -0.02 -0.09
-0.14 -0.31 0.43
-0.14 0.03 -0.50
0.19 -0.15 -0.17
-0.06 0.05 0.11
0.04 -0.03 0.02
-0.08 0.01 -0.02
0.10 -0.02 0.09
-0.09 0.07 0.09
0.26 -0.46 -0.07
0.09 0.07 -0.10
0.02 -0.12 0.11
-0.02 0.17 -0.14
0.02 0.06 0.11
0.26 -0.26 0.04
0.01 -0.10 0.05
-0.07 0.12 0.07
0.01 -0.04 -0.05
0.02 0.02 0.00
0.07 0.00 0.03
0.02 0.06 0.06
0.02 -0.04 0.02
-0.01 -0.03 0.02
-0.03 -0.02 0.03
-0.03 -0.06 0.01
0.13 0.25 -0.06
-0.03 -0.19 0.07
-0.33 -0.04 0.03
0.16 -0.02 -0.09
-0.10 0.16 0.04
0.03 -0.02 -0.03
-0.01 -0.01 0.02
-0.01 -0.02 0.01
0.01 -0.12 0.03
0.01 0.06 -0.14
0.05 0.05 0.07
-0.13 -0.06 0.06
0.06 -0.14 0.05
-0.08 0.04 0.17
0.05 0.11 0.08
0.03 -0.06 -0.10
0.08 -0.07 -0.04
-0.03 0.00 0.02
-0.02 -0.03 -0.09
0.03 -0.02 -0.04
-0.04 0.02 0.00
0.00 0.03 0.02
-0.01 -0.01 0.03
-0.07 -0.01 0.00
0.06 -0.01 -0.04
-0.04 0.00 0.06
0.07 0.04 -0.02
-0.06 0.05 -0.03
-0.06 0.06 -0.02
-0.01 0.06 -0.05
0.03 -0.04 0.07
0.01 0.01 0.03
0.00 0.03 0.03
0.05 0.04 0.00
0.07 0.10 -0.09
0.01 -0.05 -0.07
0.02 0.03 0.00
-0.02 -0.09 0.02
0.00 -0.04 -0.04
0.03 0.04 0.01
-0.03 -0.01 0.06
0.07 0.00 -0.04
-0.02 0.05 0.00
0.01 0.01 0.08
-0.05 -0.04 -0.05
0.01 0.00 0.00

Charges per atom according to Löwdin partitioning, unit e:
1 V 0.8643
2 O 0.0475
3 C -0.5194
4 N -0.0656
5 C -0.1710
6 C -0.2751
7 C -0.0198
8 C -0.0674
9 C -0.0657
10 C -0.1388
11 N 0.1212
12 C -0.1848
13 C 0.0103
14 C -0.0422
15 C -0.0412
16 C -0.1048
17 N 0.0274
18 H 0.1109
19 H 0.1251
20 H 0.1127
21 H 0.1054
22 H 0.0984
23 H 0.1005
24 H 0.1214
25 H 0.1121
26 H 0.1084
27 H 0.0938
28 C -0.1074
29 C -0.1678
30 C -0.1726
31 C -0.0816
32 C -0.2710
33 C -0.5417
34 C -0.0525
35 C -0.0421
36 C -0.0392
37 C -0.5246
38 C -0.0363
39 C -0.0656
40 C -0.0536
41 C -0.5197
42 C -0.0501
43 C -0.0390
44 C -0.0373
45 H 0.1194
46 H 0.1041
47 H 0.0591
48 H 0.0872
49 H 0.0896
50 H 0.0913
51 H 0.0862
52 H 0.0795
53 H 0.0622
54 H 0.0837
55 H 0.0852
56 H 0.0892
57 H 0.0667
58 H 0.0877
59 H 0.0775
60 H 0.0842
61 H 0.0871
62 H 0.0555
63 H 0.0656
64 H 0.0847
65 H 0.0468
66 H 0.0706
67 H 0.0920
68 H 0.0677
69 H 0.0887
70 H 0.0749
71 H 0.0876
72 H 0.0811
73 H 0.0837

---

| no. | molecular weight (Da) |
| --- | --- |
| 1 | 132.19 |
| 2 | 89.16 |
| 3 | 496.59 |